Record 1
34
Properties=species:S:1:pos:R:3:mulliken_charge:R:1 method="wB97M-V/def2-TZVPD" total_charge=+1 e_above_lowest_kj_mol=128.8 e_homo_ev=-12.810 total_energy_ha=-577.38972
H -0.94 2.65 -0.04 0.346
C -0.90 1.55 -0.22 -0.364
H -2.39 0.23 -1.25 0.238
C -2.31 1.23 -0.81 -0.537
O 3.18 -0.12 -0.91 -0.573
H 1.08 -2.76 -0.32 0.328
O 1.73 3.04 -0.98 -0.563
H 0.82 3.36 -1.07 0.334
H -0.42 -2.24 2.16 0.412
N 1.59 -1.93 0.00 -0.178
H -1.31 1.17 1.83 0.415
H 2.83 0.77 -0.78 0.281
H 1.97 -2.67 1.99 0.460
N -0.39 -0.52 0.90 -0.052
H -3.20 0.41 1.03 0.283
C -0.49 0.93 1.13 -0.987
H -2.50 2.03 -1.53 0.374
C 0.16 -1.32 2.00 -0.658
C -3.40 1.11 0.22 -1.233
O 0.02 -2.67 -2.46 -0.630
H 0.31 -0.77 2.95 0.313
H 1.21 -1.06 -0.40 0.270
C 1.56 -1.78 1.50 -0.649
H -0.14 1.42 -1.01 0.325
H -4.35 0.93 -0.27 0.387
H 4.04 -0.13 -1.32 0.272
H 2.25 3.79 -1.28 0.293
H 2.29 -0.98 1.78 0.315
H 0.28 -3.61 -2.47 0.317
H -0.77 -2.76 -3.03 0.316
H -1.31 -0.87 0.68 0.166
H 2.57 -1.90 -0.28 0.340
H -3.53 2.03 0.89 0.300
H 0.47 1.43 1.40 0.344



Record 2
35
Properties=species:S:1:pos:R:3:mulliken_charge:R:1 method="wB97M-V/def2-TZVPD" total_charge=0 smiles=CCN[C@@H](C)CCO.O.O.O.O e_above_lowest_kj_mol=137.7 e_homo_ev=-8.766 total_energy_ha=-673.31380
H 1.92 -1.48 -2.66 0.298
H 0.72 -2.12 3.01 0.337
O 1.12 -2.00 -2.74 -0.550
H -0.49 1.40 -0.04 0.218
H 2.96 -0.12 0.58 0.335
H 1.07 0.94 -1.88 0.329
H -2.92 -2.90 -0.06 0.336
C -2.48 -2.12 -0.69 -1.288
H 1.05 -0.23 2.08 0.004
H 0.79 4.51 -1.29 0.277
H 1.95 1.77 -2.84 0.283
H -0.42 -1.33 0.78 0.401
H -1.43 0.64 2.83 0.321
O 1.15 1.84 -2.31 -0.677
H 1.73 -2.51 1.95 0.334
H -3.26 -2.23 -1.47 0.378
H 0.67 -0.66 -0.85 0.646
H -1.63 -2.61 -1.18 0.252
H 0.88 -2.29 -3.63 0.278
C 2.05 0.41 0.30 -0.679
O 0.90 3.92 -0.54 -0.620
C 0.98 0.61 1.39 -0.469
C -2.24 -0.77 -0.03 -0.502
H 0.68 3.08 -0.95 0.341
H -2.33 1.46 1.44 0.403
O 1.59 -0.32 -0.85 -0.771
H -0.98 2.13 2.44 0.483
C -1.38 1.26 1.92 -1.778
N -0.86 -0.57 0.28 -0.148
C -0.43 0.73 0.82 0.480
O 0.86 -2.71 2.27 -0.661
H 1.09 1.59 1.85 0.452
H 2.28 1.40 -0.10 0.297
H -2.65 0.04 -0.65 0.390
H -2.93 -0.81 0.84 0.270



Record 3
38
Properties=species:S:1:pos:R:3:mulliken_charge:R:1 method="wB97M-V/def2-TZVPD" total_charge=0 smiles="C=Cc1ccc[nH]1.O.O.O.O.O.O.O.O" e_above_lowest_kj_mol=0.0 e_homo_ev=-8.241 total_energy_ha=-899.08975
C 2.17 -0.80 1.61 -0.887
H -0.15 2.80 3.84 0.284
C 0.20 -0.17 0.20 0.253
O 0.51 -0.98 -4.25 -0.568
H -0.46 -0.97 -1.74 0.489
H -1.98 -1.06 0.72 0.489
H 3.20 -1.98 -1.96 0.360
C -1.22 1.55 0.21 -0.550
H -4.52 1.09 1.51 0.274
H -0.69 1.31 3.84 0.423
H 1.17 1.25 -2.73 0.359
H -1.89 -0.30 3.13 0.356
C -1.40 0.89 -0.97 -0.484
H 1.96 0.65 -3.87 0.328
H 0.41 -1.84 -4.66 0.263
C -0.53 -0.23 -0.97 -0.033
H -0.01 -0.39 -4.81 0.280
H 2.12 -2.11 -2.99 0.311
O 2.79 -2.64 -2.54 -0.655
O 1.79 1.49 -3.43 -0.682
O -1.89 0.09 4.01 -0.760
H 0.23 1.21 1.75 0.166
O -3.92 0.76 2.17 -0.652
H 1.46 -1.92 0.06 0.287
H -2.92 -2.18 0.31 0.271
N -0.28 0.88 0.93 0.220
O 3.42 -0.09 -1.66 -0.624
O -2.80 -1.49 0.98 -0.675
H -2.72 0.62 3.95 0.404
C 1.31 -1.01 0.61 -0.934
H 2.13 0.10 2.20 0.298
H -2.13 1.00 -1.74 0.446
H 3.83 0.69 -2.06 0.292
H 3.00 -1.50 1.67 0.309
H -1.80 2.33 0.67 0.400
H -3.78 -0.18 1.96 0.323
O 0.06 1.89 3.58 -0.706
H 3.11 0.17 -0.79 0.327